[1]
This record from the OMol25 dataset describes a molecular structure, C45H40BF4GdI2N3O2P at a distorted geometry. The level of theory is ωB97M-V with the def2-TZVPD basis set.

## Properties
frontier orbital gap (alpha / beta): 6.545 / 7.752 eV
spin multiplicity: 8
E: -113757.933 eV
⟨S²⟩: 15.896
LUMO (alpha / beta): -1.23 / -0.03 eV

```
99
C45H40BF4GdI2N3O2P ωB97M-V with the def2-TZVPD basis set
Gd -0.7800 -0.4276 -0.3884
I 3.6650 -3.3479 -6.2090
C 2.6430 -2.1853 -4.7782
C 1.6443 -1.3487 -5.2032
C 1.0469 -0.5066 -4.2496
I -0.3927 0.9538 -4.8261
C 1.3658 -0.6118 -2.8669
O 0.7129 0.0289 -1.9277
C 2.3454 -1.5726 -2.4779
C 2.4798 -1.8377 -1.0001
N 1.1708 -2.3121 -0.4304
C 0.7437 -3.5659 -1.0891
C -0.1927 -3.2960 -2.2831
C -0.1463 -4.1912 -3.3819
C -1.0792 -4.1221 -4.3202
C -2.0216 -3.0898 -4.2601
C -1.9794 -2.1904 -3.2167
N -1.0904 -2.2855 -2.2096
C 2.9824 -2.3342 -3.4324
H 1.3152 -1.2912 -6.2160
H 2.7551 -0.9420 -0.4433
H 3.2431 -2.6447 -0.8222
H 1.2981 -2.5075 0.5620
H 0.1700 -4.1746 -0.3690
H 1.5952 -4.1899 -1.3828
H 0.6551 -4.8980 -3.3490
H -1.0506 -4.8163 -5.1601
H -2.6905 -2.9601 -5.0795
H -2.7430 -1.4019 -3.1737
H 3.6801 -3.1349 -3.1672
C 2.5951 4.6299 -1.1602
C 2.4000 3.3773 -0.2923
C 3.4814 2.3423 -0.6455
C 0.9439 2.8475 -0.4871
C -0.1480 3.9014 -0.2195
O -0.3149 3.8676 1.2033
C -0.0100 2.5948 1.4999
N 0.6324 1.9001 0.6174
C -0.4325 2.2225 2.8873
C -1.0547 3.2760 3.5871
C -1.4754 3.1132 4.8801
C -1.2310 1.9177 5.5200
C -0.6318 0.8610 4.8321
C -0.2298 0.9760 3.4917
P 0.3833 -0.5154 2.6036
C 2.1581 -0.5334 3.1650
C 2.3834 -0.5975 4.5639
C 3.6598 -0.5765 5.0774
C 4.7626 -0.5294 4.2073
C 4.6023 -0.4776 2.8508
C 3.2784 -0.5013 2.2999
C -0.2468 -2.0084 3.5364
C 0.5766 -3.1231 3.5132
C 0.1700 -4.2896 4.0945
C -1.1173 -4.4619 4.6027
C -1.9889 -3.3820 4.4815
C -1.5631 -2.1587 3.9657
H 3.6140 4.9489 -1.1129
H 1.9968 5.4797 -0.7737
H 2.2853 4.4469 -2.2005
H 2.5457 3.6111 0.7491
H 3.6379 2.1999 -1.7297
H 3.2160 1.3381 -0.2521
H 4.4212 2.5805 -0.2738
H 0.7780 2.4228 -1.4557
H -1.0462 3.4617 -0.7153
H 0.0535 4.9177 -0.5046
H -1.2266 4.1948 3.0785
H -1.9926 3.9451 5.3300
H -1.5259 1.7358 6.5431
H -0.5818 -0.1150 5.2749
H 1.5421 -0.7025 5.2379
H 3.8256 -0.6420 6.1308
H 5.7990 -0.5263 4.6359
H 5.4403 -0.4685 2.1863
H 3.1570 -0.5215 1.2231
H 1.6410 -3.0671 3.2044
H 0.9421 -5.0398 4.1396
H -1.4677 -5.3910 5.0572
H -3.0265 -3.4321 4.7873
H -2.2688 -1.3349 3.8080
C -2.1584 1.2915 -1.4277
C -2.8981 2.0829 -1.9842
C -3.9027 2.7662 -2.7480
C -4.9705 2.0464 -3.2751
C -5.9037 2.6488 -4.1151
C -5.8398 4.0287 -4.3696
C -4.8505 4.7753 -3.8038
C -3.8554 4.1420 -3.0422
H -5.0720 1.0120 -3.1177
H -6.6227 2.0099 -4.5928
H -6.5898 4.4865 -5.0232
H -4.7812 5.8229 -3.9554
H -2.9939 4.7243 -2.7020
F -1.6002 -2.4329 0.6352
B -2.9231 -1.8939 0.8741
F -2.5545 -0.5966 1.3857
F -3.6404 -2.7033 1.7179
F -3.5308 -1.7219 -0.3485
```

---

[2]
This record from the OMol25 dataset describes 8 unconnected molecules or ions with the total composition C37H88NO16 at a distorted geometry. The level of theory is ωB97M-V with the def2-TZVPD basis set.

## Properties
frontier orbital gap: 5.751 eV
E: -74024.685 eV
charge: +1
LUMO: -4.70 eV

```
142
C37H88NO16 ωB97M-V with the def2-TZVPD basis set
C -4.1719 2.6511 1.9407
C -2.6627 3.3183 1.6803
O -1.8815 2.6106 0.6540
C -1.4785 1.2628 1.0843
C 0.1416 1.1998 1.4714
O 0.9749 0.7127 0.3294
C 2.3534 1.0714 0.7420
C 3.4264 -0.1931 0.5691
C 2.8669 -1.6555 1.1526
C 4.0316 -1.9738 2.3064
C 4.9080 -0.6124 2.5778
N 4.5102 0.2389 1.5760
H -4.0043 1.8860 2.8416
H -4.5464 2.0008 1.0402
H -4.9538 3.4330 2.3338
H -2.0852 3.5179 2.6877
H -2.8922 4.4001 1.2307
H -2.0435 0.8490 2.0219
H -1.6134 0.5494 0.1510
H 0.4208 2.2958 1.8071
H 0.2616 0.3982 2.3221
H 2.3730 1.3289 1.9065
H 2.8124 1.9601 0.0934
H 3.9126 -0.3627 -0.4832
H 2.9053 -2.5766 0.4166
H 1.8046 -1.6130 1.6732
H 3.7209 -2.6325 3.2246
H 4.7839 -2.6320 1.6746
H 5.7010 -0.3520 3.4030
H 4.8079 1.2417 1.3805
C 4.8642 -7.3405 -0.5462
O 4.1914 -7.7406 0.6426
C 3.9848 -6.6474 1.5425
C 2.5392 -6.1455 1.4827
O 2.2546 -5.5338 0.2207
C 1.5072 -6.3892 -0.6374
H 4.8061 -8.1616 -1.2659
H 4.4081 -6.4533 -0.9933
H 5.9176 -7.1435 -0.3250
H 4.6923 -5.8336 1.3398
H 4.1853 -7.0239 2.5509
H 2.4025 -5.3744 2.2478
H 1.8322 -6.9571 1.6933
H 0.4738 -6.4560 -0.2829
H 1.9432 -7.3907 -0.6926
H 1.5070 -5.9548 -1.6399
C -1.8943 2.9913 -4.8028
O -0.8916 2.0145 -5.0606
C 0.3786 2.6056 -5.3515
C 1.3152 2.5304 -4.1423
O 0.8512 3.3627 -3.0746
C 0.2125 2.6145 -2.0455
H -2.7706 2.4829 -4.3915
H -1.5569 3.7408 -4.0819
H -2.1814 3.4808 -5.7384
H 0.2601 3.6415 -5.6933
H 0.8168 2.0287 -6.1726
H 2.2998 2.9090 -4.4356
H 1.4403 1.4941 -3.8055
H 0.9628 2.0622 -1.4709
H -0.5280 1.9183 -2.4494
H -0.2963 3.3138 -1.3779
C -7.6069 4.2693 4.1906
O -7.4720 4.4309 2.7829
C -8.5671 3.8552 2.0640
C -9.5502 4.9319 1.5956
O -10.2234 5.5368 2.7042
C -9.6898 6.8167 3.0266
H -6.8602 4.8996 4.6813
H -8.5984 4.5674 4.5416
H -7.4164 3.2264 4.4618
H -9.0762 3.0940 2.6684
H -8.1438 3.3586 1.1847
H -10.3195 4.4603 0.9755
H -9.0431 5.6885 0.9847
H -9.9947 7.5452 2.2687
H -8.5987 6.7953 3.0990
H -10.0959 7.1245 3.9930
C 1.3957 6.4412 3.2704
O 1.5305 6.6028 1.8627
C 0.4354 6.0271 1.1438
C -0.5477 7.1039 0.6754
O -1.2209 7.7088 1.7840
C -0.6872 8.9886 2.1064
H 2.1423 7.0715 3.7610
H 0.4041 6.7393 3.6214
H 1.5861 5.3983 3.5416
H -0.0736 5.2660 1.7482
H 0.8587 5.5305 0.2645
H -1.3170 6.6322 0.0553
H -0.0406 7.8605 0.0644
H -0.9922 9.7171 1.3485
H 0.4038 8.9673 2.1788
H -1.0934 9.2965 3.0728
C 4.4208 4.7914 -4.2726
O 4.8323 4.1114 -5.4533
C 5.0093 5.0030 -6.5584
C 6.4925 5.2952 -6.8032
O 7.0549 6.0564 -5.7298
C 7.8323 5.2532 -4.8481
H 4.5040 4.0983 -3.4311
H 5.0455 5.6647 -4.0669
H 3.3752 5.0991 -4.3699
H 4.4453 5.9319 -6.4070
H 4.5992 4.5007 -7.4407
H 6.5865 5.9043 -7.7082
H 7.0550 4.3673 -6.9626
H 8.7762 4.9821 -5.3314
H 7.2989 4.3470 -4.5474
H 8.0520 5.8399 -3.9530
C -1.3354 -7.4932 6.9071
O -1.6606 -6.1445 6.5892
C -0.5093 -5.2946 6.5910
C -0.0373 -4.9974 5.1648
O 0.4778 -6.1738 4.5335
C -0.4492 -6.7434 3.6153
H -2.2067 -8.1167 6.6886
H -0.4901 -7.8581 6.3175
H -1.1054 -7.5754 7.9737
H 0.2995 -5.7314 7.1900
H -0.8093 -4.3546 7.0656
H 0.7842 -4.2749 5.2094
H -0.8434 -4.5533 4.5683
H -0.5078 -6.1216 2.7165
H -1.4446 -6.8487 4.0559
H -0.0877 -7.7351 3.3333
C -0.9436 -9.8462 -5.3796
O -2.1676 -9.4102 -4.7987
C -2.1582 -9.5160 -3.3717
C -1.9332 -8.1505 -2.7160
O -0.6129 -7.6626 -2.9745
C -0.5956 -6.6638 -3.9889
H -0.9389 -9.5503 -6.4322
H -0.0767 -9.3966 -4.8882
H -0.8766 -10.9369 -5.3229
H -1.4063 -10.2416 -3.0373
H -3.1430 -9.8911 -3.0745
H -2.0240 -8.2621 -1.6306
H -2.6896 -7.4272 -3.0440
H -1.0105 -5.7306 -3.5950
H -1.1596 -6.9734 -4.8733
H 0.4424 -6.4904 -4.2822
```

---

Asked for energy relative to the best compared isomer or geometry (same formula, charge and spin) across the records above, the calculation gives 0.0; 127.6 kcal/mol in order.